No. 1
43
Properties=species:S:1:pos:R:3:nbo_charge:R:1 method="wB97M-V/def2-TZVPD" total_charge=-2 orbital_gap_ev="6.00 / 7.85" multiplicity=5
Cr 22.640 -0.652 -12.753 1.300
C 21.458 2.415 -16.135 0.740
F 21.124 2.567 -17.396 -0.317
F 22.460 3.182 -15.748 -0.320
F 20.401 2.699 -15.360 -0.323
S 22.028 0.583 -15.909 2.318
O 20.954 -0.285 -16.341 -0.933
O 23.227 0.456 -16.742 -1.000
O 22.340 0.427 -14.487 -1.017
C 22.888 3.813 -12.134 0.730
F 23.208 4.965 -11.555 -0.323
F 21.574 3.794 -12.331 -0.313
F 23.468 3.725 -13.347 -0.321
S 23.441 2.337 -11.054 2.330
O 22.983 1.103 -11.738 -0.999
O 24.892 2.393 -11.037 -0.990
O 22.791 2.555 -9.768 -0.965
C 18.430 0.697 -11.601 0.720
F 19.289 1.287 -10.798 -0.315
F 17.338 0.350 -10.906 -0.331
F 18.104 1.580 -12.556 -0.326
S 19.210 -0.830 -12.479 2.305
O 18.611 -1.993 -11.840 -0.986
O 18.875 -0.706 -13.900 -0.926
O 20.654 -0.741 -12.179 -1.043
C 23.133 -4.163 -15.664 0.715
F 22.763 -5.306 -16.205 -0.322
F 24.287 -4.280 -15.025 -0.334
F 23.311 -3.250 -16.635 -0.322
S 21.739 -3.575 -14.505 2.335
O 21.573 -4.695 -13.603 -0.993
O 22.320 -2.390 -13.856 -1.018
O 20.569 -3.268 -15.333 -0.913
C 25.399 -1.431 -12.060 -0.097
C 24.426 -2.453 -11.519 -0.094
O 23.221 -1.806 -11.085 -0.707
O 24.808 -0.780 -13.194 -0.714
H 26.288 -2.004 -12.329 0.176
H 25.593 -0.666 -11.306 0.201
H 24.892 -2.942 -10.657 0.167
H 24.228 -3.321 -12.150 0.211
H 22.797 -2.330 -10.402 0.513
H 25.550 -0.576 -13.771 0.502

=====

No. 2
18
Properties=species:S:1:pos:R:3:nbo_charge:R:1 method="wB97M-V/def2-TZVPD" smiles="C=C[N@@+]1(C)C[C@@H]1N" total_charge=+1 orbital_gap_ev=11.63 multiplicity=1
C -2.288 -0.748 -0.090 -0.357
C -1.443 0.245 -0.321 -0.052
N -0.101 0.401 0.147 -0.258
C 0.393 1.731 0.001 -0.450
C 0.264 -0.511 1.235 -0.225
C 0.768 -0.799 -0.194 0.147
N 2.083 -0.599 -0.611 -0.813
H -1.923 -1.717 0.343 0.198
H -3.231 -0.804 -0.585 0.250
H -1.897 1.024 -0.953 0.248
H 1.157 2.057 0.630 0.247
H -0.303 2.558 0.054 0.258
H 0.776 1.978 -0.971 0.254
H -0.356 -1.285 1.536 0.257
H 0.896 0.139 1.872 0.255
H 0.067 -1.529 -0.747 0.242
H 2.819 -0.942 0.012 0.402
H 2.318 -1.199 -1.358 0.398

=====

No. 3
119
Properties=species:S:1:pos:R:3:lowdin_charge:R:1 method="wB97M-V/def2-TZVPD" total_charge=-2 orbital_gap_ev=5.27 multiplicity=1
Tl -17.493 -4.713 17.235 0.986
N -16.721 -5.573 12.965 0.110
C -16.213 -4.287 13.295 -0.336
C -15.646 -3.537 12.265 -0.055
C -15.148 -2.265 12.514 -0.080
C -15.332 -1.763 13.759 -0.082
C -15.941 -2.540 14.711 -0.169
N -16.383 -3.753 14.486 0.083
C -17.217 -6.445 13.955 -0.335
C -18.453 -7.122 13.765 -0.013
C -18.953 -7.881 14.808 -0.059
C -18.139 -8.057 15.917 -0.089
C -16.876 -7.531 15.905 -0.220
N -16.428 -6.672 15.003 0.088
H -17.470 -5.462 12.247 0.121
H -15.439 -3.977 11.281 0.113
H -14.638 -1.782 11.738 0.091
H -14.905 -0.812 14.006 0.099
H -15.994 -2.231 15.738 0.064
H -19.006 -6.845 12.872 0.105
H -19.881 -8.438 14.751 0.114
H -18.560 -8.653 16.716 0.103
H -16.220 -7.681 16.752 0.104
O -20.610 -7.601 17.950 -0.332
S -20.857 -6.253 18.470 0.443
O -22.247 -5.850 18.325 -0.354
O -19.942 -5.162 18.045 -0.504
C -20.524 -6.353 20.236 -0.215
C -21.671 -6.580 20.997 -0.102
C -21.667 -6.771 22.326 -0.095
C -20.437 -6.759 22.988 -0.100
C -19.291 -6.565 22.288 -0.077
C -19.276 -6.329 20.893 -0.205
S -17.680 -5.885 20.218 0.417
O -16.738 -6.193 21.272 -0.336
O -17.705 -4.431 19.941 -0.468
O -17.502 -6.682 18.990 -0.444
H -22.617 -6.555 20.474 0.106
H -22.567 -7.004 22.908 0.106
H -20.437 -6.934 24.069 0.101
H -18.313 -6.509 22.814 0.116
Te -18.648 -0.180 10.841 1.232
C -20.254 -0.370 9.440 -0.498
C -19.840 -0.496 8.078 -0.175
C -20.771 -0.701 7.092 -0.182
N -22.095 -0.895 7.349 0.036
C -22.430 -0.840 8.629 -0.200
C -21.622 -0.547 9.745 -0.105
C -19.459 -1.003 12.510 -1.072
P -19.094 -0.230 14.086 0.876
C -19.026 1.568 13.771 -0.417
C -19.874 2.270 12.884 -0.138
C -19.750 3.693 12.742 -0.083
C -18.894 4.394 13.552 -0.125
C -18.040 3.711 14.417 -0.097
C -18.080 2.310 14.527 -0.095
C -20.695 -0.342 15.061 -0.365
C -21.787 0.542 15.002 -0.113
C -22.857 0.421 15.805 -0.099
C -22.923 -0.673 16.683 -0.096
C -21.876 -1.527 16.784 -0.088
C -20.802 -1.379 15.943 -0.149
P -19.469 -2.788 12.741 0.926
C -19.525 -3.503 11.047 -0.418
C -18.339 -3.510 10.329 -0.174
C -18.340 -3.943 8.968 -0.083
C -19.545 -4.195 8.294 -0.102
C -20.725 -4.143 9.027 -0.099
C -20.676 -3.797 10.356 -0.112
C -21.189 -3.256 13.494 -0.361
C -21.162 -4.333 14.363 -0.093
C -22.390 -4.665 15.021 -0.040
C -23.541 -3.855 14.862 -0.086
C -23.544 -2.835 13.915 -0.113
C -22.359 -2.488 13.288 -0.121
H -18.802 -0.351 7.814 0.073
H -20.442 -0.697 6.044 0.095
H -23.431 -1.108 8.907 0.086
H -22.058 -0.386 10.748 0.090
H -20.600 1.711 12.349 0.064
H -20.561 4.136 12.181 0.092
H -18.769 5.441 13.427 0.081
H -17.263 4.267 14.965 0.098
H -17.475 1.821 15.225 0.065
H -21.694 1.410 14.383 0.082
H -23.674 1.153 15.806 0.101
H -23.711 -0.798 17.412 0.100
H -21.988 -2.357 17.472 0.112
H -19.973 -2.069 15.969 0.093
H -17.344 -3.192 10.747 0.065
H -17.402 -4.046 8.445 0.085
H -19.534 -4.472 7.247 0.091
H -21.654 -4.413 8.573 0.094
H -21.622 -3.702 10.853 0.094
H -20.230 -4.779 14.661 0.077
H -22.368 -5.372 15.769 0.052
H -24.421 -4.124 15.429 0.094
H -24.454 -2.308 13.591 0.101
H -22.331 -1.559 12.667 0.094
Cl -21.753 -2.791 20.837 0.504
C -19.968 -2.751 20.802 -0.980
Cl -19.312 -2.416 22.407 0.513
H -19.740 -1.922 20.116 0.014
H -19.631 -3.720 20.549 -0.044
C -19.627 1.127 18.173 -0.007
C -18.533 0.108 18.422 -0.286
C -17.906 -0.247 19.609 -0.038
C -16.894 -1.126 19.237 -0.378
N -16.869 -1.322 17.938 0.065
N -17.914 -0.616 17.460 0.034
C -15.884 -1.763 20.191 -0.046
H -20.526 0.736 18.592 0.060
H -19.819 1.104 17.069 0.069
H -19.390 2.159 18.482 0.083
H -18.104 0.178 20.560 0.098
H -18.023 -0.542 16.442 0.072
H -15.196 -1.061 20.801 0.090
H -15.236 -2.449 19.601 0.072
H -16.366 -2.469 20.906 0.055

=====

No. 4
16
Properties=species:S:1:pos:R:3:nbo_charge:R:1 method="wB97M-V/def2-TZVPD" total_charge=+1 orbital_gap_ev="9.18 / 9.62" multiplicity=1
C 1.688 -0.227 -0.047 -0.322
C 0.501 0.242 0.291 0.140
C -0.148 1.472 -0.071 -0.702
C -1.398 -1.460 0.635 0.344
N -0.413 -0.539 1.197 -0.619
O -0.861 -2.673 0.964 -0.684
Br -3.207 -1.037 1.162 0.130
H 2.138 -1.105 0.468 0.234
H 2.281 0.243 -0.796 0.246
H -0.302 2.184 0.814 0.247
H -1.070 1.428 -0.537 0.247
H 0.457 1.823 -0.888 0.271
H -1.639 -1.493 -1.950 0.035
H -1.051 0.241 1.468 0.458
H -0.053 -1.037 1.944 0.448
H -1.327 -3.400 0.557 0.527

=====

In eV, the electronic energy values for the records above are, in order, -139361.28808; -8334.00351; -153193.47229; -77861.20195.
In kJ/mol, the ΔE to the lowest compared entry with this formula, charge and spin values for the records above are, in order, 78.67; 300.60; 22.28; 503.62.